[1]
A 4-piece molecular cluster, C12H26NO4 overall. Source: the Open Molecules 2025 dataset; level of theory: ωB97M-V with the def2-TZVPD basis set.

Its gap between HOMO and LUMO is 3.75 eV. Its spin multiplicity is 1. The calculation puts the HOMO energy at -0.8 eV. As for the charge: -1.

Structure (XYZ):
```
43
Properties=species:S:1:pos:R:3:nbo_charge:R:1
O -1.530 -2.134 -0.177 -0.536
H 1.773 3.964 -3.566 0.217
O -1.035 2.469 2.882 -0.604
H 1.364 -3.052 -0.363 0.239
C 0.893 1.804 -1.928 -0.751
H -3.919 -4.082 -0.144 0.212
H 2.781 -3.585 0.574 0.211
C -1.133 3.534 1.975 -0.241
H 0.481 0.472 3.186 0.130
H 0.002 3.956 -3.571 0.218
C 0.885 4.169 -2.966 -0.717
H -1.628 1.190 1.296 0.146
H -2.111 0.742 2.961 0.143
H 0.879 5.217 -2.676 0.222
H 2.877 -2.908 -2.549 0.224
H -4.495 -1.558 0.434 0.202
H -3.140 -0.494 0.896 0.261
C -2.568 -2.474 0.331 0.592
H -3.680 -1.755 2.009 0.234
H 4.331 -1.889 -2.455 0.224
H -1.296 4.450 2.554 0.146
H 1.785 1.506 -2.485 0.212
H -2.200 -4.540 -0.099 0.222
C 3.139 -1.889 -0.673 0.597
H 0.886 1.316 -0.948 0.301
O 3.421 -0.742 -0.425 -0.538
C 0.886 3.295 -1.724 0.596
H -0.235 3.693 1.372 0.187
H 0.453 -0.618 0.533 0.337
H 4.278 -3.454 -1.613 0.217
N 0.611 0.207 1.093 -0.925
C 3.695 -2.579 -1.905 -0.719
C -3.536 -1.504 0.958 -0.729
H 1.602 0.322 1.260 0.341
C -0.174 0.144 2.377 -0.588
H 1.886 -2.117 1.048 0.272
H -1.994 3.426 1.303 0.136
C 2.232 -2.714 0.206 -0.741
H 0.009 1.500 -2.496 0.214
C -1.298 1.125 2.335 -0.137
O 0.881 3.777 -0.618 -0.536
C -2.970 -3.936 0.377 -0.720
H -3.089 -4.255 1.414 0.225
```



[2]
C12H27As3BF2RuS3 as an isolated structure. Source: the Open Molecules 2025 dataset; level of theory: ωB97M-V with the def2-TZVPD basis set.

Its expectation value of S² is 6.07. Its gap between HOMO and LUMO (alpha / beta) is 7.72 / 5.70 eV. Its spin multiplicity is 5. The calculation puts the HOMO energy (alpha / beta) at -11.0 / -11.2 eV. As for the charge: +1.

Structure (XYZ):
```
49
Properties=species:S:1:pos:R:3:nbo_charge:R:1
H 2.440 0.961 1.088 0.238
C 1.368 -0.733 0.271 -0.061
As -1.369 -0.762 -1.048 0.988
C -2.010 3.408 -2.904 -0.686
H 0.359 -4.079 3.673 0.243
Ru -1.404 1.738 -1.600 0.448
C 0.532 3.551 1.144 -0.930
S -1.306 4.907 -2.834 0.194
H 0.721 -4.267 1.963 0.230
H 0.006 -0.613 3.320 0.197
H -0.531 -1.157 1.242 0.238
C -2.950 -1.639 -0.362 -0.933
H -3.751 -1.582 -1.095 0.254
H -0.125 -1.469 -3.150 0.247
H 1.931 3.748 -1.694 0.254
H -0.841 -2.871 -2.315 0.239
H 1.950 -1.728 -1.569 0.226
C -0.050 -1.324 0.276 -0.719
C 0.473 -3.538 2.734 -0.962
C 1.942 -0.721 -1.148 -0.623
H 2.972 -0.358 -1.146 0.229
H 2.421 -2.585 0.576 0.229
C 1.405 0.683 0.867 -0.718
H 2.424 2.087 -2.048 0.248
C 2.277 -1.645 1.121 -0.729
H 1.547 0.053 3.932 0.228
H 0.864 0.713 1.813 0.246
H -1.867 -1.773 -3.272 0.254
C -0.998 -1.836 -2.618 -0.934
H 0.012 -2.408 0.142 0.239
S -3.404 3.180 -1.730 0.148
C 2.198 2.790 -1.249 -0.934
H -2.693 -2.681 -0.171 0.239
F -4.590 0.961 -0.798 -0.479
S -1.507 2.076 -3.903 0.077
B -4.025 1.443 -1.899 1.000
H -0.475 -3.058 2.496 0.205
H -3.282 -1.161 0.557 0.250
C 0.940 -0.846 3.834 -0.965
H 0.696 -1.192 4.838 0.246
H 1.368 -0.086 -1.833 0.195
H 1.489 3.665 1.653 0.241
H 3.066 2.910 -0.601 0.238
H 0.260 4.488 0.662 0.252
H -0.237 3.284 1.866 0.246
As 0.701 2.161 -0.196 0.978
H 3.270 -1.187 1.163 0.229
F -4.186 0.779 -3.025 -0.466
As 1.968 -2.287 2.980 0.921
```



Short version: energy relative to the best compared isomer or geometry (same formula, charge and spin) = 87.0; 17.5 kcal/mol, in the order given.